No. 1
Computed, not measured: a molecular structure, C25H50BeFO22 in a non-equilibrium geometry, with ωB97M-V with the def2-TZVPD basis set.

```
99
Properties=species:S:1:pos:R:3:mulliken_charge:R:1
Be 0.28 2.49 0.61 1.398
F 0.00 0.16 -0.22 -0.379
C 1.49 -4.31 -0.79 -0.216
C 2.87 -4.97 -0.80 -0.689
C 3.88 -3.81 -0.79 -0.510
O 3.11 -2.72 -1.24 -0.318
C 1.76 -2.86 -0.79 1.199
H 0.90 -4.63 0.07 0.313
H 0.90 -4.66 -1.63 0.120
H 2.94 -5.64 -1.65 0.264
H 3.19 -5.59 0.04 0.286
H 4.71 -3.99 -1.48 0.342
H 4.25 -3.53 0.19 0.308
H 0.95 -2.33 -1.30 -0.495
H 1.65 -2.40 0.19 -0.489
C 2.93 0.08 -2.79 0.096
O 3.67 1.27 -2.50 -0.387
C 3.23 2.19 -1.59 0.502
O 2.15 2.27 -1.04 -0.215
O 4.19 3.08 -1.50 -0.391
C 4.06 4.27 -0.72 -0.275
H 2.04 0.45 -3.31 0.285
H 2.60 -0.43 -1.89 -0.303
H 3.56 -0.60 -3.37 0.211
H 3.75 4.06 0.31 -0.041
H 3.37 4.95 -1.22 0.209
H 5.02 4.77 -0.71 0.267
C 0.26 6.68 -1.89 -0.528
O -0.41 5.75 -2.78 -0.344
C -0.71 4.55 -2.30 0.700
O -0.57 4.18 -1.15 -0.253
O -1.07 3.75 -3.32 -0.371
C -1.78 2.53 -3.10 -0.346
H 0.70 7.54 -2.39 0.258
H 1.01 6.17 -1.28 0.123
H -0.50 7.02 -1.18 0.285
H -1.11 1.83 -2.58 0.048
H -2.01 2.15 -4.09 0.300
H -2.64 2.75 -2.46 0.291
C -3.94 0.41 1.38 -0.246
O -4.41 1.68 1.09 -0.406
C -3.54 2.60 0.75 0.526
O -2.29 2.47 0.65 -0.023
O -4.21 3.75 0.60 -0.392
C -3.54 4.99 0.32 -0.629
H -3.05 0.50 2.00 -0.106
H -3.85 -0.19 0.47 0.282
H -4.71 -0.09 1.97 0.340
H -3.99 5.89 0.74 0.394
H -3.31 5.15 -0.73 0.266
H -2.57 5.09 0.81 0.172
C -0.15 -1.32 2.83 0.322
O -0.38 -0.47 4.01 -0.406
C -0.61 0.81 3.86 0.504
O -0.50 1.53 2.85 -0.235
O -0.96 1.28 5.13 -0.382
C -0.96 2.67 5.39 -0.606
H -0.95 -1.33 2.09 -0.197
H -0.11 -2.38 3.06 0.360
H 0.79 -1.09 2.33 -0.210
H -1.37 2.80 6.39 0.265
H -1.59 3.26 4.72 0.235
H 0.08 3.01 5.49 0.256
C 3.45 -0.64 1.10 -0.372
O 4.03 0.35 1.97 -0.350
C 3.37 1.48 2.32 0.567
O 2.24 1.82 1.89 -0.313
O 4.07 2.06 3.24 -0.364
C 3.76 3.36 3.64 -0.513
H 2.76 -1.26 1.66 0.345
H 4.22 -1.25 0.63 0.081
H 2.84 -0.21 0.31 0.093
H 2.82 3.53 4.16 0.156
H 3.77 4.10 2.83 0.210
H 4.59 3.70 4.27 0.287
C -1.93 -4.59 -5.97 -0.710
O -2.27 -3.31 -5.40 -0.348
C -1.69 -2.98 -4.24 0.823
O -1.01 -3.69 -3.50 -0.572
O -2.01 -1.72 -4.04 -0.331
C -1.90 -1.30 -2.70 -0.053
H -1.08 -4.56 -6.66 0.293
H -2.66 -5.18 -6.52 0.297
H -1.60 -5.26 -5.18 0.285
H -2.52 -1.87 -2.01 0.228
H -2.23 -0.27 -2.70 -0.033
H -0.86 -1.44 -2.39 0.011
C -3.66 -5.97 3.72 -0.668
O -2.83 -4.89 3.15 -0.314
C -3.14 -4.28 1.97 0.614
O -4.21 -4.50 1.35 -0.578
O -2.12 -3.52 1.66 -0.031
C -1.81 -3.22 0.31 -0.888
H -3.45 -6.91 3.20 0.272
H -4.70 -5.65 3.73 0.310
H -3.40 -6.04 4.78 0.253
H -1.60 -4.14 -0.25 0.468
H -1.09 -2.41 0.16 -0.048
H -2.66 -2.80 -0.21 0.549
```

* total charge: +1
* 2S+1: 1
* HOMO-LUMO gap: 0.2248 Ha

No. 2
Computed, not measured: a molecular structure, C33H71AlBClN3O21 in a non-equilibrium geometry, with ωB97M-V with the def2-TZVPD basis set.

```
131
Properties=species:S:1:pos:R:3:mulliken_charge:R:1
C 2.45 2.14 1.48 -1.450
C 1.84 2.77 0.25 0.108
C 0.36 2.46 0.06 -1.131
C -0.34 3.51 -0.80 -0.383
C -1.01 4.52 0.14 0.152
O -2.22 3.94 0.60 -0.803
Al -3.46 4.30 -0.67 -0.254
C -5.28 4.98 -0.12 -0.962
C -5.47 6.52 -0.14 -0.250
C -5.80 7.07 1.24 -0.373
Cl -6.97 8.45 1.17 -0.274
C -3.88 2.51 -1.61 -1.421
C -4.14 1.40 -0.64 0.902
N -4.64 1.93 0.64 -0.312
N -5.12 0.43 -1.23 -0.904
N -2.91 0.70 -0.34 -0.357
O -2.35 5.43 -1.54 -0.853
C -1.41 5.83 -0.56 1.066
C -0.31 6.54 -1.35 -1.359
C 1.06 6.58 -0.68 -0.508
O 1.52 7.93 -0.44 -0.677
O -2.18 6.72 0.30 -0.318
B -1.52 7.39 1.28 0.611
O -0.53 6.85 2.05 -0.601
O -1.88 8.73 1.51 -0.598
H 2.52 1.06 1.42 0.232
H 1.91 2.39 2.39 0.403
H 3.46 2.52 1.61 0.381
H 2.35 2.44 -0.65 0.335
H 2.00 3.84 0.31 -0.013
H 0.27 1.51 -0.46 0.444
H -0.17 2.34 1.00 0.417
H 0.37 3.98 -1.47 0.531
H -1.10 3.02 -1.39 0.049
H -0.41 4.62 1.05 1.003
H -6.00 4.55 -0.82 0.316
H -5.55 4.60 0.86 0.349
H -6.28 6.76 -0.81 0.240
H -4.59 7.03 -0.52 0.210
H -4.89 7.44 1.69 0.070
H -6.26 6.33 1.86 0.372
H -3.12 2.21 -2.32 0.303
H -4.79 2.69 -2.19 0.565
H -4.54 1.26 1.39 -0.028
H -5.62 2.18 0.54 0.222
H -5.37 -0.21 -0.48 0.201
H -5.98 0.95 -1.40 0.296
H -2.69 0.11 -1.14 0.324
H -3.00 0.13 0.49 0.155
H -0.64 7.52 -1.67 0.531
H -0.23 5.94 -2.24 0.434
H 1.03 6.10 0.29 0.342
H 1.83 6.13 -1.29 0.377
H 1.01 8.27 0.30 0.350
H -0.42 7.36 2.87 0.288
H -2.52 8.75 2.24 0.262
C 7.54 0.07 -1.87 -1.086
C 6.94 0.46 -0.54 -0.231
O 5.59 0.00 -0.40 -0.282
C 5.44 -1.30 -0.14 0.724
O 6.33 -2.10 0.02 -0.600
O 4.14 -1.56 -0.07 -0.271
C 3.81 -2.93 0.14 -0.680
H 6.91 0.41 -2.69 0.297
H 8.53 0.51 -1.98 0.364
H 7.64 -1.01 -1.95 0.286
H 6.88 1.54 -0.46 0.316
H 7.54 0.10 0.30 0.311
H 4.31 -3.32 1.03 0.277
H 4.08 -3.52 -0.73 0.285
H 2.73 -2.97 0.29 0.288
C -7.48 -5.47 2.26 -1.095
C -6.19 -5.15 1.53 -0.199
O -5.89 -3.75 1.58 -0.337
C -5.39 -3.31 2.74 0.738
O -5.15 -3.99 3.71 -0.574
O -5.18 -2.00 2.63 -0.251
C -4.70 -1.37 3.82 -0.658
H -8.30 -4.86 1.88 0.290
H -7.74 -6.52 2.12 0.353
H -7.39 -5.27 3.32 0.316
H -6.30 -5.38 0.47 0.294
H -5.36 -5.73 1.91 0.311
H -3.81 -1.86 4.19 0.324
H -5.48 -1.38 4.59 0.313
H -4.46 -0.35 3.56 0.169
C 7.24 -5.08 1.64 -1.045
C 6.38 -5.90 0.71 -0.102
O 6.79 -7.28 0.67 -0.332
C 6.43 -8.02 1.72 0.671
O 5.78 -7.65 2.66 -0.573
O 6.92 -9.25 1.54 -0.268
C 6.68 -10.15 2.63 -0.732
H 8.30 -5.18 1.37 0.293
H 6.97 -4.03 1.57 0.282
H 7.14 -5.40 2.67 0.336
H 6.49 -5.54 -0.31 0.281
H 5.33 -5.84 0.98 0.317
H 5.62 -10.18 2.88 0.302
H 7.26 -9.84 3.50 0.331
H 7.01 -11.13 2.30 0.216
C 9.29 -9.57 -1.17 -0.908
C 10.75 -9.51 -0.78 -0.259
O 11.12 -10.59 0.09 -0.352
C 11.29 -11.77 -0.51 0.784
O 11.19 -12.00 -1.68 -0.557
O 11.60 -12.66 0.44 -0.340
C 11.75 -14.00 -0.04 -0.638
H 8.66 -9.61 -0.28 0.153
H 9.01 -8.69 -1.75 0.361
H 9.07 -10.45 -1.77 0.336
H 10.94 -8.60 -0.21 0.293
H 11.40 -9.49 -1.66 0.346
H 12.46 -14.04 -0.86 0.296
H 10.79 -14.39 -0.37 0.289
H 12.11 -14.59 0.79 0.222
C -9.51 9.37 -2.40 -1.134
C -10.28 8.21 -1.80 -0.119
O -10.95 7.44 -2.81 -0.352
C -10.17 6.62 -3.51 0.773
O -8.99 6.46 -3.35 -0.540
O -10.93 5.99 -4.41 -0.349
C -10.20 5.12 -5.28 -0.622
H -10.17 9.98 -3.02 0.340
H -9.08 9.99 -1.61 0.343
H -8.70 9.02 -3.03 0.298
H -11.07 8.59 -1.14 0.268
H -9.64 7.57 -1.19 0.296
H -9.61 4.41 -4.71 0.300
H -9.55 5.70 -5.93 0.287
H -10.94 4.58 -5.87 0.209
```

* total charge: -1
* 2S+1: 1
* HOMO-LUMO gap: 0.2285 Ha

No. 3
Computed, not measured: 9 unconnected molecules or ions with the total composition C41H48N8O3 in a non-equilibrium geometry, with ωB97M-V with the def2-TZVPD basis set.

```
100
Properties=species:S:1:pos:R:3:mulliken_charge:R:1
N 18.17 -21.23 -6.96 -0.612
C 19.26 -20.84 -7.66 -0.394
C 19.38 -20.97 -9.03 -0.431
C 18.27 -21.46 -9.70 -0.511
C 17.09 -21.75 -9.05 0.034
C 17.13 -21.70 -7.66 -0.175
H 20.01 -20.38 -7.02 0.396
H 20.22 -20.74 -9.67 0.400
H 18.29 -21.65 -10.77 0.394
H 16.18 -22.08 -9.54 0.381
H 16.31 -22.00 -7.01 0.501
N 13.45 -17.82 -17.07 -0.586
C 13.81 -17.49 -15.84 -0.154
C 14.27 -18.39 -14.87 -0.326
C 14.20 -19.76 -15.17 -0.082
C 13.78 -20.11 -16.45 -0.503
C 13.40 -19.12 -17.35 -0.148
H 13.76 -16.44 -15.56 0.348
H 14.51 -18.01 -13.89 0.328
H 14.45 -20.47 -14.40 0.438
H 13.54 -21.14 -16.68 0.335
H 13.08 -19.38 -18.35 0.355
N 12.94 -16.96 -9.76 -0.340
C 13.10 -16.13 -8.74 -0.367
C 14.15 -16.18 -7.84 -0.493
C 15.12 -17.17 -7.97 -0.298
C 15.05 -17.99 -9.09 -0.208
C 13.98 -17.80 -9.97 -0.662
H 12.22 -15.55 -8.47 0.413
H 14.15 -15.53 -6.97 0.381
H 15.97 -17.21 -7.31 0.450
H 15.85 -18.71 -9.17 0.423
H 13.92 -18.27 -10.94 0.699
N 14.08 -24.82 -9.65 -0.459
C 15.39 -24.72 -9.92 -0.317
C 16.41 -25.14 -9.08 -0.513
C 16.00 -25.71 -7.87 -0.099
C 14.66 -25.83 -7.53 -0.615
C 13.76 -25.30 -8.45 0.041
H 15.51 -24.36 -10.94 0.487
H 17.44 -24.79 -9.11 0.434
H 16.71 -25.90 -7.07 0.364
H 14.34 -26.09 -6.53 0.372
H 12.68 -25.36 -8.29 0.342
N 9.00 -16.46 -5.57 -0.610
C 10.18 -16.85 -6.03 -0.513
C 10.38 -18.17 -6.45 -0.096
C 9.36 -19.09 -6.29 0.045
C 8.12 -18.64 -5.84 -0.350
C 7.96 -17.31 -5.57 -0.389
H 10.95 -16.09 -5.97 0.454
H 11.33 -18.59 -6.75 0.217
H 9.58 -20.07 -6.68 0.455
H 7.24 -19.28 -5.77 0.401
H 7.03 -16.94 -5.14 0.343
N 9.13 -16.67 -11.76 -0.539
C 9.22 -17.74 -10.96 -0.740
C 9.10 -17.63 -9.56 0.316
C 8.69 -16.39 -9.07 -0.053
C 8.45 -15.32 -9.94 -0.611
C 8.75 -15.50 -11.28 -0.286
H 9.68 -18.59 -11.44 0.546
H 9.25 -18.42 -8.84 0.315
H 8.33 -16.26 -8.06 0.286
H 8.11 -14.40 -9.48 0.393
H 8.56 -14.68 -11.97 0.384
C 8.66 -23.30 -6.93 -0.120
C 9.85 -24.27 -7.01 -0.104
O 10.83 -23.68 -6.16 -0.334
C 10.21 -22.85 -5.29 0.737
O 10.72 -22.33 -4.34 -0.547
O 9.08 -22.43 -5.87 -0.398
H 7.70 -23.78 -6.76 0.271
H 8.51 -22.69 -7.83 0.132
H 10.27 -24.38 -8.01 0.022
H 9.56 -25.28 -6.68 0.413
C 5.55 -22.72 -10.86 -1.035
C 6.19 -23.28 -12.12 -0.423
C 7.69 -23.05 -12.22 -0.404
C 8.48 -23.80 -11.20 0.240
N 9.08 -24.43 -10.45 -0.453
H 5.95 -23.21 -9.97 0.257
H 4.46 -22.79 -10.88 0.339
H 5.79 -21.65 -10.80 0.279
H 5.67 -22.83 -12.96 0.325
H 6.07 -24.37 -12.11 0.301
H 7.97 -22.00 -12.22 0.259
H 8.11 -23.44 -13.15 0.352
C 13.30 -21.10 -8.54 -0.184
C 12.05 -21.77 -9.13 0.634
C 11.38 -21.23 -10.38 0.946
C 12.22 -21.37 -11.59 0.097
N 12.86 -21.50 -12.53 -0.534
H 12.95 -20.32 -7.88 -0.094
H 13.97 -20.71 -9.31 -0.012
H 13.91 -21.80 -7.97 0.167
H 11.33 -21.82 -8.31 -0.512
H 12.23 -22.83 -9.33 0.023
H 11.05 -20.20 -10.18 -0.331
H 10.43 -21.69 -10.67 -0.296
```

* 2S+1: 1
* energy above the lowest of the compared OMol25 structures with the same formula, charge and spin: 17.7 kcal/mol
* SMILES string: O=C1OCCO1.c1ccncc1.c1ccncc1.c1ccncc1.c1ccncc1.c1ccncc1.c1ccncc1.CCCC#N.CCCC#N
* HOMO-LUMO gap: 0.3516 Ha

No. 4
Computed, not measured: a molecular structure, C47H55N4O9Tl, with ωB97M-V with the def2-TZVPD basis set.

```
116
Properties=species:S:1:pos:R:3:mulliken_charge:R:1
Tl -0.24 0.03 -0.13 0.989
C -2.04 -1.48 5.21 -1.771
C -1.90 -2.36 3.97 1.845
C -1.91 -3.84 4.37 -1.696
C -2.97 -2.09 2.93 0.752
C -4.28 -1.84 3.33 -0.593
C -5.29 -1.62 2.40 -1.546
C -4.98 -1.65 1.05 -0.820
C -3.68 -1.89 0.62 0.612
C -3.37 -1.97 -0.87 2.578
C -3.76 -3.34 -1.41 -1.568
C -4.03 -0.84 -1.67 -1.493
C -2.66 -2.12 1.56 -0.795
N -1.35 -2.26 1.10 1.908
C -0.84 -3.47 0.97 -0.516
O -1.36 -4.58 1.21 -0.856
C 0.56 -3.48 0.38 -0.109
C 1.41 -4.55 0.65 -0.978
C 2.66 -4.57 0.06 -0.746
C 2.99 -3.56 -0.83 -0.422
C 2.08 -2.54 -1.07 0.004
N 0.90 -2.50 -0.44 0.846
C 2.38 -1.52 -2.17 -0.388
O 3.51 -1.61 -2.72 -0.885
N 1.36 -0.78 -2.53 0.870
C 1.37 -0.16 -3.79 -1.019
C 0.62 -0.79 -4.81 0.802
C 0.61 -0.26 -6.09 -0.428
C 1.31 0.89 -6.39 -1.395
C 2.00 1.54 -5.38 -0.812
C 2.03 1.05 -4.08 0.791
C 2.77 1.83 -3.02 2.272
C 4.28 1.68 -3.19 -1.730
C 2.36 3.31 -3.03 -1.690
C -0.16 -2.06 -4.51 1.666
C -1.61 -1.98 -4.99 -1.519
C 0.54 -3.28 -5.09 -1.704
H -1.10 -1.47 5.77 0.409
H -2.82 -1.85 5.88 0.459
H -2.28 -0.45 4.95 0.331
H -0.94 -2.13 3.51 -0.488
H -2.87 -4.09 4.83 0.351
H -1.11 -4.04 5.10 0.397
H -1.76 -4.47 3.50 0.340
H -4.52 -1.82 4.39 0.279
H -6.30 -1.43 2.73 0.339
H -5.77 -1.49 0.32 0.308
H -2.29 -1.87 -0.97 -1.188
H -4.84 -3.50 -1.30 0.335
H -3.25 -4.13 -0.85 0.403
H -3.51 -3.44 -2.47 0.296
H -5.12 -0.94 -1.70 0.333
H -3.67 -0.86 -2.70 0.252
H -3.78 0.14 -1.25 0.316
H 1.06 -5.34 1.31 0.562
H 3.35 -5.38 0.25 0.377
H 3.93 -3.53 -1.38 0.524
H 0.05 -0.77 -6.87 0.277
H 1.31 1.29 -7.40 0.348
H 2.52 2.47 -5.61 0.247
H 2.48 1.41 -2.06 -0.727
H 4.60 2.09 -4.15 0.358
H 4.55 0.62 -3.15 0.374
H 4.82 2.21 -2.40 0.420
H 2.71 3.82 -3.93 0.326
H 2.77 3.84 -2.17 0.444
H 1.27 3.41 -2.98 0.326
H -0.17 -2.17 -3.42 -0.592
H -1.68 -2.05 -6.08 0.384
H -2.07 -1.04 -4.69 0.272
H -2.20 -2.80 -4.57 0.319
H 0.58 -3.22 -6.18 0.339
H 0.02 -4.20 -4.82 0.404
H 1.57 -3.35 -4.72 0.414
O 1.23 -0.63 3.70 -0.504
C 1.05 0.74 4.00 -0.618
C -0.37 1.21 3.82 0.814
C -0.91 2.19 4.65 -1.016
C -2.22 2.59 4.44 -0.702
C -2.94 2.01 3.41 -0.805
C -2.31 1.07 2.61 -0.016
N -1.06 0.68 2.81 1.079
H 0.79 -0.81 2.86 -0.017
H 1.70 1.38 3.38 -0.200
H 1.34 0.86 5.04 0.531
H -0.31 2.61 5.44 0.450
H -2.66 3.35 5.07 0.397
H -3.96 2.30 3.21 0.470
H -2.83 0.62 1.77 -0.123
O -0.59 2.15 -2.26 0.206
O -1.41 1.98 -3.13 -0.245
C 4.21 1.67 1.38 -1.236
C 3.56 0.34 1.09 0.902
C 4.45 -0.85 0.90 -1.372
O 2.35 0.26 1.05 -0.135
H 5.27 1.68 1.11 0.509
H 4.13 1.85 2.46 0.360
H 3.68 2.47 0.88 0.006
H 5.41 -0.72 1.40 0.516
H 4.62 -0.97 -0.18 0.225
H 3.94 -1.75 1.24 0.186
O -1.08 6.96 1.04 -0.953
C 0.01 6.33 1.32 0.539
C 1.17 7.01 1.79 -0.668
C 2.32 6.33 2.10 -0.555
C 2.41 4.94 1.97 -0.562
C 1.30 4.25 1.51 0.374
C 0.12 4.91 1.19 -0.102
C -1.06 4.11 0.75 -0.086
O -2.16 4.82 0.53 -0.639
O -1.06 2.90 0.63 -0.193
H -1.89 5.82 0.70 0.488
H 1.10 8.09 1.89 0.372
H 3.19 6.89 2.45 0.338
H 3.33 4.43 2.23 0.297
H 1.32 3.17 1.40 0.362
```

* total charge: -2
* 2S+1: 1
* energy above the lowest of the compared OMol25 structures with the same formula, charge and spin: 0.0 kcal/mol
* HOMO-LUMO gap (alpha / beta): 0.2404 / 0.2391 Ha